Entry from the OMol25 dataset: 3 unconnected molecules or ions with the total composition C3H11NO3 (ωB97M-V with the def2-TZVPD basis set).

```
18
Properties=species:S:1:pos:R:3:forces:R:3:nbo_charge:R:1
C -0.194358 0.240620 1.969745 -1.011 -0.148 -0.308 0.5394
N -0.091485 0.946804 0.812073 1.896 0.184 0.325 -0.4435
C -0.940333 0.765682 -0.314486 -1.789 1.212 -0.650 -0.4080
C 1.156291 1.689533 0.626280 -0.947 0.623 -0.232 -0.4096
O -1.214210 -0.299272 2.343436 0.059 -0.312 -0.066 -0.6121
H 0.731229 0.192785 2.559094 0.091 0.285 0.025 0.1125
H -1.569909 -0.107269 -0.216405 0.310 -0.341 0.079 0.2196
H -0.457247 0.829182 -1.291167 0.672 -0.679 0.330 0.2064
H -1.666996 1.594151 -0.432054 0.097 -0.025 0.491 0.1842
H 1.926835 1.109797 0.118616 0.154 0.030 0.168 0.1906
H 1.441258 2.108958 1.583696 0.547 -0.429 0.227 0.2122
H 0.950910 2.604737 0.060048 -0.050 -0.300 -0.312 0.2040
H -2.011035 -1.233176 -2.418779 -0.009 -0.061 -0.036 0.4621
H -1.805387 -2.069175 -1.160950 0.224 -0.022 -0.327 0.4708
O -1.482132 -1.956940 -2.068403 -0.286 -0.063 0.223 -0.9302
H 1.619262 -2.925794 -0.618553 0.205 0.137 -0.150 0.4762
H 2.173654 -1.507606 -0.966096 0.195 -0.268 -0.127 0.4683
O 1.433659 -1.983023 -0.586102 -0.358 0.178 0.342 -0.9430
```
Forces are in eV/Å.

Output
HOMO level = -9.15 eV
multiplicity = 1
LUMO level = 0.60 eV
structure (SMILES) = CN(C)C=O.O.O
HOMO-LUMO gap = 9.75 eV
energy = -401.356205 hartree

=====

Entry from the OMol25 dataset: 2 unconnected molecules or ions with the total composition C6H15OPS (ωB97M-V with the def2-TZVPD basis set).

```
24
Properties=species:S:1:pos:R:3:forces:R:3:nbo_charge:R:1
C 2.300258 -0.185218 0.586810 -0.030 -0.180 0.157 -0.6101
C 0.362654 2.732000 -0.360960 -0.029 0.136 -0.127 -0.6150
C -0.877515 -2.330407 -0.093489 -0.053 0.212 -0.052 -0.6102
C 1.317801 -1.341925 0.689121 0.129 0.089 -0.181 -0.4061
C -0.848657 1.845117 -0.609117 0.249 -0.410 0.381 -0.7199
C 0.061021 -1.129430 -0.151349 0.011 0.399 0.405 -0.5128
O -3.155245 -0.668842 -1.383223 0.533 -0.163 -0.737 -0.4204
P -0.909428 0.335675 0.454978 -0.757 -0.035 -0.708 0.9056
S -1.040006 0.617801 2.357490 0.244 0.127 0.533 -0.4817
H 1.862642 0.720096 1.006349 0.043 0.078 0.002 0.2102
H 3.208479 -0.406291 1.143939 0.084 0.043 0.018 0.2168
H 2.573712 0.000972 -0.450048 0.053 0.072 -0.118 0.1961
H 1.272639 2.285827 -0.755046 0.071 -0.024 0.010 0.2080
H 0.215339 3.692174 -0.851393 0.078 0.123 -0.048 0.2128
H 0.494950 2.913771 0.705093 0.005 0.006 0.021 0.2214
H -1.188273 -2.519419 0.932908 -0.030 -0.020 0.074 0.2178
H -1.762408 -2.120957 -0.694436 -0.005 -0.289 0.021 0.2293
H -0.379646 -3.217396 -0.473610 0.061 -0.173 -0.081 0.2113
H 1.033738 -1.486342 1.736069 -0.053 -0.052 -0.099 0.2208
H 1.795550 -2.262215 0.344429 0.014 -0.089 0.045 0.2035
H -0.920053 1.505419 -1.643402 0.005 0.026 -0.032 0.2341
H -1.768181 2.385838 -0.368887 0.034 -0.130 -0.007 0.2412
H 0.319996 -0.915133 -1.192585 0.061 0.054 0.000 0.2263
H -3.969374 -0.451116 -0.929648 -0.721 0.202 0.521 0.4209
```
Forces are in eV/Å.

Output
HOMO level (alpha / beta) = -6.91 / -8.72 eV
multiplicity = 3
LUMO level (alpha / beta) = 0.70 / -2.48 eV
HOMO-LUMO gap (alpha / beta) = 7.61 / 6.24 eV
energy = -1052.281764 hartree

=====

Entry from the OMol25 dataset: 2 unconnected molecules or ions with the total composition C4H11NO (ωB97M-V with the def2-TZVPD basis set).

```
17
Properties=species:S:1:pos:R:3:forces:R:3:nbo_charge:R:1
C 0.435753 1.494904 -1.340058 1.452 -0.570 1.020 -0.7387
C -0.802840 1.721139 -0.525151 -2.208 1.020 -1.569 0.6780
O -0.841273 2.240146 0.570998 0.666 -0.651 0.038 -0.5977
N -2.011987 1.493244 -1.193033 0.295 -0.025 1.440 -0.8411
H 1.188279 1.445912 -0.543391 0.287 0.089 -0.466 0.2434
H 0.740978 2.264271 -2.044014 -0.473 0.471 0.206 0.2448
H -2.826945 1.445703 -0.582721 0.350 0.189 -0.464 0.3985
H -2.088127 1.088215 -2.098223 0.208 -0.355 -0.331 0.3865
H 0.524990 0.562886 -1.895703 -0.563 -0.190 0.130 0.2263
C 1.267213 -1.628437 0.645713 -0.045 -0.863 1.588 -0.6221
C 0.154261 -1.797448 1.731286 -0.829 0.445 -1.517 -0.6201
H 1.664786 -0.631469 0.802687 0.310 0.024 -0.679 0.2083
H 2.020218 -2.364458 0.944649 0.362 0.383 -0.199 0.2041
H 1.049140 -1.897572 -0.380114 -0.476 0.432 -0.168 0.2048
H -0.857606 -1.958408 1.334762 0.291 -0.384 -0.307 0.2013
H -0.009041 -0.834002 2.212030 0.467 -0.279 0.725 0.2169
H 0.392200 -2.644627 2.360282 -0.095 0.265 0.552 0.2069
```
Forces are in eV/Å.

Output
HOMO level = -10.09 eV
multiplicity = 1
LUMO level = 0.88 eV
structure (SMILES) = CC(N)=O.CC
HOMO-LUMO gap = 10.96 eV
energy = -288.993261 hartree

=====

Entry from the OMol25 dataset: a single CH2BrCl2P molecule (ωB97M-V with the def2-TZVPD basis set).

```
7
Properties=species:S:1:pos:R:3:forces:R:3:nbo_charge:R:1
C 0.696022 -0.204680 0.169835 -0.641 4.397 -1.092 -0.7068
P -0.874391 0.254256 -0.747021 0.908 1.085 -0.191 0.8405
Cl -1.591988 -1.593454 -0.694905 -0.891 -1.513 0.066 -0.2731
Cl -1.817713 1.166824 0.845375 -0.116 0.031 0.024 -0.3017
Br 2.011916 1.270180 -0.487224 -0.721 -0.928 0.439 -0.0750
H 0.480048 0.173872 1.167823 0.738 -1.394 0.331 0.2700
H 1.096104 -1.066998 -0.253883 0.725 -1.679 0.423 0.2461
```
Forces are in eV/Å.

Output
HOMO level = -10.02 eV
multiplicity = 1
LUMO level = 0.21 eV
structure (SMILES) = ClP(Cl)CBr
HOMO-LUMO gap = 10.22 eV
energy = -3875.079952 hartree

=====

Entry from the OMol25 dataset: a single C2H5NO2 molecule (ωB97M-V with the def2-TZVPD basis set).

```
10
Properties=species:S:1:pos:R:3:forces:R:3:nbo_charge:R:1
C 0.120648 0.229002 0.182033 -3.036 -0.409 1.584 0.7640
C 0.834346 -0.908020 -0.525902 1.951 1.554 1.165 -0.6916
N -1.734581 -0.240049 0.819381 1.757 -2.087 -1.146 -0.4985
O -0.482370 0.292922 1.387136 1.722 0.356 0.202 -0.4487
O 0.273568 1.437601 -0.367650 -0.220 0.975 1.696 -0.6567
H 0.923757 -1.908791 -0.146303 -0.902 -0.103 0.809 0.2578
H 1.917691 -0.615090 -0.682873 -1.179 0.135 0.108 0.2342
H 0.373059 -0.899525 -1.452341 -0.656 -0.397 -2.101 0.2449
H -2.222387 0.520327 0.397651 0.013 1.570 -0.335 0.2839
H -0.003731 2.091624 0.388868 0.550 -1.595 -1.982 0.5109
```
Forces are in eV/Å.

Output
HOMO level = -8.48 eV
multiplicity = 1
LUMO level = 0.56 eV
HOMO-LUMO gap = 9.04 eV
energy = -284.279533 hartree

=====

Entry from the OMol25 dataset: a single C16H25NO molecule (ωB97M-V with the def2-TZVPD basis set).

```
43
Properties=species:S:1:pos:R:3:forces:R:3:nbo_charge:R:1
C -5.286860 -1.602125 -0.348376 -0.070 0.177 -0.157 -0.6073
C -5.362775 -0.098893 -0.584362 0.067 -0.169 0.323 -0.3823
H -5.093310 0.118675 -1.619326 -0.028 0.104 -0.068 0.1941
H -6.389557 0.241684 -0.430178 -0.017 0.074 -0.074 0.1992
C -4.436807 0.679307 0.360424 -0.120 0.192 -0.285 -0.2339
C -2.994896 0.280962 0.165258 -0.064 -0.068 0.332 -0.0394
C -2.349007 0.468568 -1.053665 0.064 -0.046 0.065 -0.2094
C -1.032379 0.102900 -1.225067 0.197 -0.076 0.028 -0.2595
C -0.309497 -0.466760 -0.175437 -0.167 0.041 -0.027 0.3787
C -0.944181 -0.659231 1.045275 0.425 -0.130 -0.001 -0.3274
C -2.269453 -0.285332 1.201000 -0.141 0.104 -0.168 -0.1851
H -2.745036 -0.445452 2.158793 -0.067 -0.009 0.080 0.2071
H -0.423636 -1.101200 1.880796 0.078 -0.039 0.043 0.2168
O 0.980846 -0.798379 -0.453917 -0.137 0.123 -0.167 -0.5131
C 1.786374 -1.314370 0.578933 0.352 -0.279 0.119 -0.0708
C 3.203493 -1.486048 0.033407 -0.437 0.124 0.060 -0.2203
N 3.843118 -0.220537 -0.215115 0.138 -0.094 -0.065 -0.4379
C 4.189669 0.550857 0.974915 -0.214 0.199 0.231 -0.2266
C 5.518455 1.253946 0.659691 -0.044 0.001 -0.043 -0.4115
H 6.338052 0.767983 1.191043 0.005 0.030 0.009 0.2005
H 5.505244 2.304809 0.941926 0.045 0.004 0.063 0.2139
C 5.682592 1.053907 -0.846469 0.030 -0.163 -0.003 -0.4044
H 5.126260 1.816489 -1.390297 0.008 0.025 -0.075 0.2059
H 6.722537 1.072803 -1.166509 0.019 0.038 -0.046 0.2111
C 5.022752 -0.301266 -1.056291 0.053 0.070 -0.158 -0.2107
H 4.725766 -0.478660 -2.091782 0.074 -0.065 -0.006 0.2018
H 5.704719 -1.112431 -0.742450 0.008 0.016 -0.027 0.1539
H 3.393819 1.276629 1.169200 0.057 -0.052 0.170 0.1931
H 4.288172 -0.093603 1.861746 -0.028 0.023 -0.020 0.1706
H 3.775203 -2.113087 0.747112 -0.042 0.057 -0.080 0.1620
H 3.135142 -2.019015 -0.917686 0.001 -0.096 0.068 0.2097
H 1.405184 -2.292914 0.908026 0.017 0.149 0.009 0.1749
H 1.793960 -0.632377 1.438586 -0.043 -0.064 -0.026 0.1750
H -0.530710 0.247949 -2.168882 0.062 0.024 -0.122 0.2195
H -2.881515 0.906763 -1.884632 -0.065 0.059 -0.113 0.2095
C -4.609828 2.187937 0.167373 -0.026 -0.199 0.195 -0.5921
H -3.947546 2.732093 0.837117 0.044 0.111 0.026 0.2116
H -5.635699 2.482047 0.379489 -0.111 0.077 -0.013 0.2055
H -4.374848 2.475866 -0.854169 0.028 0.063 -0.133 0.2008
H -4.721943 0.432912 1.389731 0.041 -0.032 -0.038 0.1980
H -5.956554 -2.129009 -1.024399 -0.039 -0.123 -0.023 0.2080
H -5.571668 -1.843123 0.673784 -0.021 -0.076 0.118 0.1988
H -4.273663 -1.961277 -0.514636 0.067 -0.104 0.001 0.2118
```
Forces are in eV/Å.

Output
HOMO level = -8.12 eV
multiplicity = 1
LUMO level = 0.93 eV
structure (SMILES) = CC[C@H](C)c1ccc(OCCN2CCCC2)cc1
HOMO-LUMO gap = 9.06 eV
energy = -754.652034 hartree

=====

Entry from the OMol25 dataset: 2 unconnected molecules or ions with the total composition CH3NO3S (ωB97M-V with the def2-TZVPD basis set).

```
9
Properties=species:S:1:pos:R:3:forces:R:3:nbo_charge:R:1
C -0.310866 0.039332 -0.646860 -2.213 3.983 -4.027 -0.8072
N 2.809620 -0.168197 -0.225190 1.981 0.139 -0.534 -0.3544
O 4.041095 -0.048413 -0.599408 -1.619 -0.167 0.524 -0.6265
O -2.571148 1.144511 0.118064 -0.091 -0.494 -0.228 -1.0993
O -2.625712 -1.365039 -0.070703 0.291 0.325 -0.108 -1.0922
S -2.240153 -0.064190 -0.743586 0.584 -0.015 0.082 1.3643
H 0.016959 -0.516461 0.132217 1.276 -1.539 2.399 0.2059
H -0.365807 1.199121 -0.478337 0.923 -2.260 -0.009 0.2117
H 0.255445 -0.147865 -1.649889 -1.131 0.026 1.903 0.1978
```
Forces are in eV/Å.

Output
HOMO level (alpha / beta) = 2.17 / 2.17 eV
multiplicity = 1
LUMO level (alpha / beta) = 6.27 / 6.27 eV
HOMO-LUMO gap (alpha / beta) = 4.10 / 4.09 eV
energy = -718.390041 hartree
total charge = -2

=====

Entry from the OMol25 dataset: a single C20H24N2O3 molecule (ωB97M-V with the def2-TZVPD basis set).

```
49
Properties=species:S:1:pos:R:3:forces:R:3:nbo_charge:R:1
O -3.018267 0.072471 1.694357 1.991 1.646 1.644 -0.6496
O -1.222765 1.099185 2.816892 -1.102 -0.379 -0.458 -0.5406
O -3.315499 -2.456583 0.795370 0.799 -0.692 -0.091 -0.7458
C -1.835104 0.458367 1.759875 -1.231 -1.205 -1.211 0.8014
C 0.298382 0.646434 0.428568 -1.473 -0.026 0.223 0.3375
C -0.973872 0.158394 0.583999 1.270 0.584 0.132 -0.2584
C 2.427028 4.575990 -0.602795 -0.522 -1.938 -0.666 -0.2025
C 2.444151 3.942000 -1.891982 0.262 0.550 1.674 -0.2255
C 1.926218 3.806540 0.499256 0.349 1.578 -0.001 -0.2336
C 2.057058 2.606682 -2.042236 0.228 0.445 0.366 -0.2336
C 1.501813 2.510791 0.318398 0.462 0.815 -0.374 0.1164
C 1.627379 1.926316 -0.924418 -0.268 -0.436 -0.898 0.0349
N 0.868055 1.634014 1.212430 0.468 0.089 0.155 -0.5948
N 0.867687 -1.607546 -1.819544 -1.028 -0.363 -1.083 -0.4463
C -2.029963 1.535498 3.937951 -0.340 0.010 0.818 -0.2684
C 2.290765 -1.542343 -1.598964 -0.239 -0.434 0.922 -0.2212
C 2.391192 -0.414511 -0.571705 0.966 -0.301 0.912 -0.4224
C 1.178130 0.502684 -0.807551 -0.430 0.147 -0.129 -0.1168
C 0.205594 -2.409389 -0.729151 0.086 0.033 -1.154 -0.2210
C -1.692400 -4.254540 0.743820 -0.247 0.397 0.394 -0.6191
C -1.045390 -0.044181 -1.943265 0.053 0.120 -0.084 -0.3877
C 0.482731 -0.174140 -2.000239 -1.236 -1.256 1.308 -0.0515
C -1.280036 -2.108110 -0.522375 -0.487 0.044 -0.421 -0.2393
C -1.907594 -2.734736 0.740353 -0.208 -0.675 -1.090 0.1091
C -1.569018 -0.592889 -0.595060 0.119 -0.196 -0.424 -0.2262
H -3.421426 -1.561882 1.143602 0.010 0.120 -0.031 0.4988
H 2.793572 5.604705 -0.479045 -0.327 -0.611 0.007 0.2230
H 2.829632 4.458597 -2.749529 0.023 0.357 -0.201 0.2123
H 1.817607 4.253676 1.492584 0.184 0.029 -0.353 0.2107
H 2.099704 2.125967 -3.018608 0.009 0.096 0.222 0.2170
H 0.323060 1.997922 1.980899 0.107 -0.051 -0.098 0.4219
H -1.359862 1.673699 4.828279 -0.366 -0.161 -1.121 0.2022
H -2.801968 0.792888 4.229742 0.503 0.355 -0.513 0.2126
H -2.524189 2.503034 3.714323 0.305 -0.611 -0.031 0.1937
H 2.675827 -2.493379 -1.198180 -0.152 0.256 -0.147 0.2057
H 2.839801 -1.345078 -2.509483 0.012 0.255 -0.365 0.1956
H 2.385053 -0.839078 0.448125 0.012 0.278 -0.367 0.2173
H 3.307492 0.142008 -0.687249 0.385 0.247 0.145 0.2217
H 0.748834 -2.326416 0.189016 0.399 0.483 1.012 0.1668
H 0.372304 -3.462964 -1.016355 -0.352 0.369 -0.023 0.2092
H -2.135700 -4.635562 1.661697 0.031 -0.222 0.024 0.2181
H -0.625888 -4.472595 0.749075 0.052 -0.071 0.082 0.2013
H -2.142403 -4.785717 -0.098082 -0.084 0.318 -0.059 0.2112
H -1.512996 -0.622574 -2.773676 0.388 0.347 0.533 0.2242
H -1.358230 1.013625 -2.063426 0.261 -0.459 0.080 0.2148
H 0.867377 0.205390 -2.944174 0.220 -0.184 -0.089 0.2105
H -1.803792 -2.586402 -1.355649 -0.151 0.147 -0.120 0.2102
H -1.400944 -2.347264 1.611476 0.150 0.340 0.550 0.1540
H -2.649143 -0.429000 -0.637346 0.134 -0.182 0.399 0.2521
```
Forces are in eV/Å.

Output
HOMO level = -8.06 eV
multiplicity = 1
LUMO level = 0.51 eV
structure (SMILES) = COC(=O)C1=C2Nc3ccccc3[C@@]23CCN2C[C@@H]([C@H](C)O)[C@@H]1C[C@H]23
HOMO-LUMO gap = 8.56 eV
energy = -1111.745776 hartree

=====

Q: Which strongest force on any atom values were calculated for the entries above? A: 2.257; 1.037; 2.894; 4.576; 3.449; 0.465; 6.081; 3.062, in eV Å⁻¹.
Q: Which relative energy (zero: lowest compared OMol25 entry of this formula, charge and spin) values were calculated for the entries above? A: 35.7; 0.0; 14.9; 8.1; 117.9; 32.9; 16.3; 51.5, in kcal per mole.